(1)
Entry from OMol25: a structure of composition C35H50BBeF4N4O5 (ωB97M-V/def2-TZVPD).

XYZ file:
```
100
Properties=species:S:1:pos:R:3:forces:R:3:mulliken_charge:R:1
Be -0.0182 -2.3151 0.1053 -0.13 1.74 -0.23 1.51
B -0.2400 0.5951 0.0267 -2.99 3.33 -0.07 -0.96
F 0.2421 0.1452 -1.1208 1.58 -1.68 -2.87 0.07
F -1.5289 0.0204 0.1664 -0.26 -0.39 0.31 0.25
F 0.5016 0.2145 1.0544 1.96 -1.33 2.52 -0.02
F -0.3200 2.0229 -0.0217 -0.12 -0.68 0.30 -0.20
N 2.5860 -2.0835 -0.5062 1.29 0.48 -1.29 0.48
C 3.3818 -3.1070 -0.8585 0.02 -0.33 0.21 -0.38
C 4.7454 -3.0275 -1.1158 0.19 0.83 -0.39 -0.71
C 5.4095 -1.7801 -1.1538 -1.52 0.57 0.61 -0.43
C 4.5991 -0.6421 -0.9126 -0.78 -2.18 -0.30 -0.80
C 3.2314 -0.8885 -0.6783 -0.81 0.41 2.09 -0.28
H 2.9636 -4.0970 -0.9648 -0.39 -0.09 0.36 0.41
H 5.1923 -3.9885 -1.3236 0.51 0.20 -0.06 0.40
H 6.4647 -1.6057 -1.3038 0.11 -0.52 -0.10 0.44
H 4.9714 0.3705 -0.8622 -0.01 -0.02 -0.14 0.54
H 2.6022 -0.0858 -0.3233 0.05 0.49 -0.43 0.38
N -1.8551 -2.4289 2.0744 -1.46 -1.07 -0.06 0.39
C -2.8307 -3.4628 2.1813 2.53 2.65 -0.31 -0.41
C -3.8530 -3.4064 3.0932 -0.37 -0.65 -0.81 -0.74
C -3.9885 -2.3300 3.9371 1.27 0.83 0.32 -0.23
C -2.9662 -1.3682 3.9204 -0.30 -0.62 0.18 -0.94
C -1.9523 -1.3950 2.9546 -0.32 -1.91 -0.17 -0.09
H -2.6942 -4.3001 1.5129 -0.01 0.05 -0.05 0.43
H -4.5428 -4.2374 3.0928 -0.19 0.02 0.15 0.44
H -4.7893 -2.2787 4.6600 0.01 0.03 0.06 0.48
H -2.8811 -0.7026 4.7666 -0.21 0.56 -0.32 0.40
H -1.1624 -0.6592 2.9855 0.04 0.02 -0.40 0.32
N 0.3125 -2.7302 -2.4555 0.38 0.54 -2.20 0.47
C 0.2706 -4.0132 -2.9231 -0.41 0.32 -0.66 -0.49
C 0.5372 -4.4209 -4.2401 -0.03 0.98 -0.60 -0.61
C 0.9313 -3.4848 -5.2175 -0.98 -0.21 1.60 -0.33
C 0.8848 -2.1618 -4.8202 0.60 -0.25 1.12 -0.85
C 0.5953 -1.8003 -3.4688 -0.27 -1.45 -0.31 -0.44
H -0.1745 -4.7656 -2.2890 0.29 0.01 0.52 0.41
H 0.2978 -5.3999 -4.6283 0.21 -0.41 0.69 0.39
H 1.0964 -3.7614 -6.2483 0.17 -0.09 0.03 0.42
H 1.1852 -1.4423 -5.5674 -0.35 0.61 0.33 0.49
H 0.4942 -0.7318 -3.3485 0.16 -0.01 1.04 0.64
N 3.8696 2.5926 3.0525 -1.91 0.09 -1.05 -0.60
C 5.0686 3.0040 2.6284 -1.31 -0.97 2.60 -0.32
C 5.3111 3.3559 1.3676 1.27 -0.13 -2.91 -0.49
C 4.3416 3.2898 0.3716 -1.10 0.04 0.77 -0.34
C 3.0305 2.9608 0.7692 0.57 0.16 1.56 0.57
C 2.8455 2.6153 2.1418 2.05 0.16 -0.45 -0.45
H 5.8082 2.9728 3.4147 0.40 0.18 -0.17 0.40
H 6.3359 3.4903 1.0546 0.13 0.48 0.06 0.36
H 4.6434 3.5281 -0.6376 -0.33 0.02 -0.17 0.51
H 2.1265 3.0222 0.1815 0.21 -0.19 -0.48 -0.15
H 1.8730 2.2819 2.4728 -0.10 0.06 0.17 0.53
C -0.8087 5.3945 0.8117 -0.91 -0.06 -0.19 -1.11
C 0.3940 6.1209 0.2902 -0.16 -0.29 -1.47 0.97
O 0.7288 6.1190 -0.8900 -0.45 -0.07 1.18 -0.55
C 1.1737 6.7763 1.3454 1.30 0.62 0.60 -1.17
H -1.4275 5.9985 1.4753 0.27 0.38 0.10 0.50
H -0.4875 4.5618 1.4375 0.03 -0.27 -0.24 0.21
H -1.4897 5.0837 0.0195 0.37 -0.36 -0.08 0.24
H 2.0241 7.3385 0.9596 -0.25 0.17 -0.19 0.33
H 1.6305 6.0048 1.9653 -0.18 -0.19 0.26 0.23
H 0.5533 7.4004 1.9885 0.02 -0.03 -0.01 0.39
C -4.3557 -1.5904 -1.8725 -0.04 -0.79 0.24 -0.94
C -3.3142 -2.6726 -1.7651 1.68 2.54 -1.14 0.69
O -2.3321 -2.4261 -1.0548 -0.59 -1.59 0.14 -0.26
C -3.3418 -3.6555 -2.9071 -0.21 -0.35 -0.09 -1.31
H -4.1705 -0.8544 -1.0901 -0.52 -0.09 -0.11 -0.20
H -5.3259 -2.0836 -1.9320 -0.33 0.39 0.54 0.44
H -4.2589 -1.1362 -2.8586 0.31 0.12 -0.08 0.48
H -3.1411 -4.6771 -2.5842 0.06 0.02 -0.28 0.35
H -2.6624 -3.3261 -3.6932 0.89 -0.04 0.48 0.27
H -4.2461 -3.5748 -3.5103 -0.56 -0.38 0.71 0.41
C -0.2386 4.5292 -3.9806 -0.29 -0.28 -1.72 -1.15
C 0.5882 3.2405 -3.8625 -0.86 1.76 2.15 0.49
O 0.6751 2.4133 -4.7249 0.07 -0.41 -0.45 -0.59
C 1.2731 3.1517 -2.5241 1.16 -0.89 0.56 -0.21
H -0.7339 4.4510 -4.9484 -0.27 0.07 -0.04 0.39
H 0.3643 5.4333 -4.0666 0.38 -0.16 0.35 0.31
H -1.0019 4.7280 -3.2282 0.33 -0.42 0.32 0.26
H 1.8880 4.0299 -2.3272 0.19 0.13 -0.41 0.47
H 1.8768 2.2449 -2.4869 0.39 0.01 -0.23 0.28
H 0.7207 3.0783 -1.5873 -1.05 0.16 -0.58 -0.19
C 1.9060 -2.9914 4.4193 -0.94 -0.77 0.78 -1.47
C 1.8381 -2.0637 3.2704 1.02 0.45 -1.53 0.61
O 0.9604 -2.1824 2.4425 -1.19 -0.73 -1.17 -0.24
C 2.9087 -1.0252 3.0953 -0.60 -0.12 1.20 -0.83
H 0.9818 -3.5565 4.5404 -0.18 0.00 -0.60 0.35
H 2.0049 -2.5849 5.4258 0.95 0.35 -0.27 0.37
H 2.6604 -3.7196 4.1217 0.39 0.03 0.54 0.33
H 2.4433 -0.3505 3.8138 0.53 0.85 0.40 0.36
H 2.9787 -0.4511 2.1713 -0.14 -0.63 -0.10 0.04
H 3.8535 -1.3519 3.5297 0.02 0.19 -0.16 0.48
C -6.4431 -1.3033 1.1586 -0.60 -0.97 0.15 -0.90
C -5.9430 -0.0896 1.8286 2.53 -0.43 -2.11 0.61
O -6.5538 0.5095 2.6250 -2.33 1.57 2.78 -0.55
C -4.6019 0.4481 1.4128 0.70 -0.04 -0.80 -0.24
H -7.2915 -1.6764 1.7324 -0.07 -0.04 -0.14 0.33
H -5.6642 -2.0657 1.1488 0.00 -0.04 -0.31 0.14
H -6.7816 -1.0641 0.1505 0.15 -0.09 -0.10 0.29
H -4.1998 1.0963 2.1915 0.03 -0.08 -0.18 0.39
H -4.6962 1.0090 0.4830 -0.47 0.58 0.07 0.53
H -3.8686 -0.2692 1.0441 0.09 -0.46 0.68 -0.53
```
Positions in Å, forces in eV/Å.

Calculated values
- Spin multiplicity: 1
- Charge: +1
- HOMO energy: -10.93 eV
- E_LUMO: -4.928 eV
- E: -65247.2680 eV
- Energy above the lowest of the compared OMol25 structures with the same formula, charge and spin: 315.9 kJ/mol

---

(2)
Entry from OMol25: a structure of composition C35H50CoNO6P2S (ωB97M-V/def2-TZVPD).

XYZ file:
```
96
Properties=species:S:1:pos:R:3:forces:R:3:mulliken_spin:R:1
Co 0.5994 0.6668 -0.2702 -0.45 0.20 0.92 1.19
C -1.0539 2.5807 2.5759 -0.05 -0.01 -0.02 0.01
C 0.4119 2.3742 2.9507 0.11 0.05 0.01 -0.03
C 0.5427 1.2814 4.0054 0.00 -0.02 0.03 0.00
P 1.3685 2.0510 1.4089 0.02 0.08 -0.17 -0.07
C 3.1439 1.9034 1.8825 -0.02 -0.11 0.16 -0.01
C 3.9927 1.8636 0.6129 0.03 0.03 -0.04 -0.01
C 3.6315 2.9858 2.8404 0.02 0.02 0.01 0.00
C 1.2458 3.6383 0.5444 -0.01 0.01 0.01 -0.03
C 1.2604 4.8970 1.1328 -0.01 0.00 0.01 0.00
C 1.0534 6.0423 0.3818 0.02 0.02 0.01 0.00
C 0.7938 5.9042 -0.9786 -0.03 0.07 0.01 0.00
C 0.7739 4.6648 -1.5835 0.07 -0.08 0.00 0.00
C 1.0363 3.4948 -0.8408 -0.04 0.06 0.09 0.10
N 1.0070 2.2205 -1.3674 0.21 -0.03 -0.25 -0.16
C 1.2910 2.0302 -2.7096 -0.16 -0.17 -0.12 0.04
C 2.1799 2.8177 -3.4577 -0.04 0.04 0.05 0.00
C 2.3673 2.5799 -4.8052 0.04 0.01 -0.09 0.00
C 1.6874 1.5586 -5.4578 -0.03 -0.03 0.01 0.00
C 0.8508 0.7375 -4.7151 0.00 0.00 -0.05 0.00
C 0.6725 0.9400 -3.3542 0.07 0.04 0.04 -0.03
P -0.2533 -0.1353 -2.2207 0.10 0.08 -0.02 0.03
C 0.0636 -1.8639 -2.7535 -0.13 -0.08 0.11 -0.01
C -0.6750 -2.3589 -3.9950 -0.08 -0.05 -0.04 0.00
C 1.5636 -2.1301 -2.8537 0.08 -0.03 -0.12 0.00
C -2.0082 0.2849 -2.6196 0.09 -0.05 -0.16 -0.01
C -2.2485 1.7579 -2.2970 0.00 0.06 -0.01 -0.01
C -3.0118 -0.5891 -1.8796 -0.01 -0.01 0.07 -0.01
H -1.6394 2.8005 3.4718 -0.01 0.01 0.00 0.00
H -1.4471 1.6642 2.1301 -0.02 -0.01 0.00 0.00
H -1.1876 3.4018 1.8695 0.01 0.00 -0.01 0.00
H 0.8185 3.3050 3.3625 -0.06 -0.01 -0.02 0.00
H 0.0237 0.3774 3.6966 0.00 -0.01 -0.01 0.00
H 0.0762 1.6192 4.9345 0.02 0.02 0.01 0.00
H 1.5792 1.0247 4.2314 0.02 -0.02 -0.02 0.00
H 3.2179 0.9303 2.3824 -0.01 0.02 -0.05 0.00
H 3.9726 2.8363 0.1141 -0.01 0.01 -0.02 0.00
H 3.6420 1.1009 -0.0810 0.01 -0.01 0.01 0.00
H 5.0284 1.6365 0.8740 0.01 0.01 0.00 0.00
H 3.5395 3.9773 2.3913 0.00 -0.01 -0.01 0.00
H 4.6890 2.8258 3.0640 0.00 -0.02 0.00 0.00
H 3.0910 2.9815 3.7878 -0.03 0.00 0.01 0.00
H 1.4207 4.9856 2.2010 0.00 0.01 -0.01 0.00
H 1.0737 7.0186 0.8475 -0.02 0.01 0.00 0.00
H 0.5815 6.7823 -1.5781 0.01 0.01 0.00 0.00
H 0.5417 4.5877 -2.6367 0.01 0.00 -0.01 0.00
H 2.7235 3.6163 -2.9713 0.00 0.01 0.01 0.00
H 3.0635 3.2011 -5.3569 0.00 0.00 0.00 0.00
H 1.8246 1.3881 -6.5172 0.02 0.00 -0.01 0.00
H 0.3342 -0.0772 -5.2054 0.03 0.01 0.00 0.00
H -0.3206 -2.4235 -1.8974 -0.02 -0.01 0.02 0.00
H -0.2440 -1.9749 -4.9210 0.01 0.02 0.03 0.00
H -1.7375 -2.1123 -3.9836 0.00 -0.01 0.00 0.00
H -0.5973 -3.4481 -4.0383 0.01 -0.01 0.01 0.00
H 2.0005 -1.6318 -3.7232 -0.02 -0.01 0.00 0.00
H 1.7262 -3.2055 -2.9638 0.00 0.00 -0.02 0.00
H 2.0958 -1.7969 -1.9661 0.01 0.02 0.04 0.00
H -2.1156 0.1379 -3.7019 -0.02 0.02 0.04 0.00
H -2.1435 1.9388 -1.2243 0.00 -0.01 0.01 0.00
H -3.2635 2.0383 -2.5890 -0.01 0.02 0.00 0.00
H -1.5480 2.4153 -2.8128 0.01 -0.01 -0.02 0.00
H -2.9236 -0.4295 -0.8018 0.00 0.00 0.01 0.00
H -2.8600 -1.6520 -2.0578 0.01 -0.03 -0.01 0.00
H -4.0270 -0.3162 -2.1824 -0.01 -0.01 0.02 0.00
O 3.0530 -2.4727 4.1688 -0.03 -0.12 -0.05 0.00
C 2.4721 -2.1619 3.1524 0.02 0.07 0.02 0.00
C 1.0086 -1.8182 3.0344 -0.02 -0.06 -0.02 0.00
O 0.1583 -2.0480 3.8914 0.07 0.17 0.06 0.00
C 0.8555 -1.1547 1.7460 0.17 -0.28 0.17 0.04
C 2.0691 -1.2437 1.0159 -0.07 0.06 -0.10 -0.03
O 2.1882 -0.7104 -0.1251 0.28 0.06 -0.03 0.05
C 3.0859 -1.9768 1.7812 0.02 -0.08 0.03 0.01
O 4.1876 -2.3448 1.4209 -0.01 0.09 0.03 0.00
O -0.1692 -0.5493 1.2702 -0.02 0.12 -0.53 -0.06
C -5.0389 -2.3650 2.4740 -0.04 0.01 0.10 0.00
C -5.1867 -2.9175 1.0620 -0.10 -0.07 -0.02 0.00
C -3.9959 -3.7590 0.6245 0.03 -0.08 0.00 0.00
S -2.4251 -2.8334 0.7667 -0.10 0.04 -0.03 0.00
O -1.6745 -3.1904 -0.4770 0.13 -0.13 -0.17 0.00
C -1.6451 -3.7246 2.1585 -0.18 -0.06 0.07 0.00
C -0.4703 -4.5836 1.7152 0.01 0.09 -0.03 0.00
C -0.8947 -5.9495 1.1986 -0.02 -0.05 -0.07 0.00
H -5.9530 -1.8673 2.7997 0.01 0.02 -0.01 0.00
H -4.2243 -1.6427 2.5394 0.02 0.00 -0.01 0.00
H -4.8251 -3.1646 3.1869 -0.02 -0.03 0.01 0.00
H -5.3343 -2.1028 0.3483 0.03 0.06 0.05 0.00
H -6.0849 -3.5408 1.0114 0.01 0.02 -0.05 0.00
H -4.0243 -3.9906 -0.4412 -0.07 -0.01 0.00 0.00
H -3.9485 -4.6988 1.1784 0.07 0.04 0.01 0.00
H -2.4230 -4.3293 2.6301 0.04 0.02 0.06 0.00
H -1.3257 -2.9535 2.8576 0.01 0.03 -0.03 0.00
H 0.2069 -4.6746 2.5675 -0.02 -0.05 0.00 0.00
H 0.0761 -4.0550 0.9315 0.03 0.01 0.03 0.00
H -1.4433 -6.5079 1.9619 -0.01 0.00 0.01 0.00
H -0.0323 -6.5480 0.9019 0.02 0.00 0.01 0.00
H -1.5373 -5.8426 0.3227 -0.01 0.01 -0.01 0.00
```
Positions in Å, forces in eV/Å.

Calculated values
- <S²>: 0.79
- Spin multiplicity: 2
- Charge: -1
- HOMO energy (spin up / spin down): -4.17 / -4.15 eV
- E_LUMO (spin up / spin down): 2.299 / 2.299 eV
- E: -117924.7624 eV

---

(3)
Entry from OMol25: a cluster of 9 separate species, C35H50N4O5 in total (ωB97M-V/def2-TZVPD).

XYZ file:
```
94
Properties=species:S:1:pos:R:3:forces:R:3:mulliken_charge:R:1
C 7.0579 10.8174 8.5475 -0.26 -0.37 1.23 -0.23
C 7.5497 12.0347 9.0500 0.38 -0.67 -0.18 -1.01
C 8.7214 12.0149 9.8463 -1.25 -1.34 -0.78 0.06
N 9.3121 10.8616 10.1423 -0.23 -1.63 -0.01 -0.10
C 8.7645 9.6640 9.7394 -0.36 1.73 -0.54 -0.45
C 7.6069 9.5930 8.9407 1.64 1.10 0.62 -0.46
H 6.1158 10.6708 8.0402 -0.06 0.89 -0.47 0.39
H 7.0387 12.9543 8.8059 0.08 0.11 0.05 0.42
H 9.1805 12.8904 10.2812 -0.13 0.28 -0.19 0.50
H 9.2857 8.7640 10.0304 0.11 0.01 0.21 0.47
H 7.1824 8.6590 8.6031 0.05 -0.07 0.11 0.43
C 11.4874 8.7599 7.3116 0.93 0.57 0.80 -0.23
C 12.1902 8.9672 6.1168 -0.65 -0.34 0.90 -0.41
C 13.4782 9.4301 6.1775 1.61 -0.48 2.13 -0.49
N 14.1208 9.6722 7.3780 -1.60 -0.86 -0.70 -0.55
C 13.4447 9.3972 8.5262 0.21 1.15 -1.12 -0.55
C 12.1069 8.9912 8.5862 -0.41 -0.49 -2.57 -0.39
H 10.4683 8.4419 7.1482 -0.21 -0.13 0.69 0.37
H 11.6777 8.6864 5.2086 0.25 0.22 -0.29 0.44
H 14.1501 9.4325 5.3320 -0.18 0.50 -0.31 0.46
H 14.0278 9.6584 9.3970 -0.12 -0.38 0.41 0.95
H 11.5545 8.8120 9.4967 0.24 0.09 0.12 0.45
C 14.5367 16.3755 8.4677 0.05 1.14 -0.40 0.12
C 13.8221 16.9790 7.4291 -0.57 -0.09 -0.49 -0.29
C 13.4479 18.3226 7.4683 1.78 0.46 2.33 -0.43
N 13.8506 19.1263 8.5077 0.34 -1.20 0.71 -0.58
C 14.5560 18.5597 9.5408 -0.48 -1.13 -2.42 -0.36
C 14.9319 17.1841 9.5149 -0.69 1.18 0.47 -0.26
H 14.8678 15.3484 8.4252 -0.23 -0.11 -0.12 0.41
H 13.5144 16.4008 6.5704 -0.04 -0.18 -0.05 0.29
H 12.9329 18.8634 6.6881 -0.17 -0.35 -0.16 0.39
H 14.9167 19.1954 10.3359 -0.26 0.21 0.03 0.39
H 15.4652 16.7633 10.3545 0.21 0.07 0.08 0.37
C 13.8486 12.6728 10.3852 0.50 1.85 0.58 -0.22
C 14.3568 13.8953 10.8919 -1.61 -1.18 0.73 -0.84
C 13.5732 14.5338 11.8934 -0.73 -0.80 -0.48 -1.20
N 12.3176 14.1424 12.2610 1.20 -0.96 -1.29 0.00
C 11.8314 13.0252 11.6309 0.49 1.86 0.91 -0.69
C 12.5720 12.2708 10.7557 0.28 -0.43 -0.84 -0.29
H 14.4756 12.1427 9.6836 -0.22 -0.33 -0.11 0.78
H 15.3001 14.2470 10.5008 0.06 0.25 0.43 1.04
H 13.9231 15.3955 12.4424 0.21 0.20 -0.18 0.44
H 10.7940 12.8217 11.8516 -0.04 -0.39 0.03 0.49
H 12.1419 11.4189 10.2500 -0.21 -0.21 0.26 0.24
C 8.7772 15.4406 13.2343 -0.05 1.21 -0.39 -1.05
C 8.6968 14.0855 13.8394 -1.67 -1.54 -1.92 0.87
C 9.8109 13.6208 14.7093 -0.51 0.37 0.45 -0.80
O 7.7649 13.3395 13.5386 0.96 0.71 0.63 -0.62
H 8.6394 16.1528 14.0479 0.33 0.31 0.07 0.38
H 8.0388 15.7059 12.4777 -0.48 -0.66 0.27 0.35
H 9.7108 15.6424 12.7092 0.48 -0.18 0.52 0.17
H 9.3349 13.2721 15.6257 0.21 0.01 0.20 0.45
H 10.4596 14.4771 14.8940 0.47 -0.52 0.11 0.12
H 10.2685 12.7484 14.2429 0.33 0.28 0.01 0.16
C 14.8653 10.1909 13.2832 0.89 -1.64 0.16 0.10
C 15.2271 8.8062 12.7195 -0.51 0.30 -1.70 0.63
C 15.7443 7.6744 13.5955 -0.64 0.08 0.51 -1.22
O 15.0976 8.6185 11.5155 0.20 -0.03 1.11 -0.53
H 14.0950 10.0482 14.0410 -0.16 0.33 -0.05 0.44
H 14.6131 10.8644 12.4640 -0.10 -0.08 0.30 -0.23
H 15.7874 10.4667 13.7948 -0.11 0.54 0.12 -0.20
H 16.6965 7.2868 13.2332 -0.04 0.21 0.03 0.32
H 15.0252 6.8558 13.5678 -0.07 -0.09 -0.49 0.35
H 15.7640 7.8967 14.6624 0.45 0.42 -0.05 0.33
C 10.6425 19.5054 14.4768 -0.15 0.35 0.32 -1.06
C 11.9563 18.9540 14.0868 -0.12 -1.62 -0.78 0.64
C 12.2670 17.4636 14.1118 -0.25 0.14 -0.16 -0.28
O 12.7612 19.6781 13.6061 1.99 1.70 -0.73 -0.54
H 10.6872 20.5673 14.2349 -0.19 -0.08 0.03 0.33
H 10.5205 19.4076 15.5555 -0.55 -0.28 -0.04 0.31
H 9.8846 19.0157 13.8655 -0.33 -0.06 0.46 0.26
H 12.5916 17.2217 15.1239 -0.34 -0.50 0.03 0.39
H 13.0715 17.2133 13.4203 0.21 0.52 0.17 0.13
H 11.4297 16.8852 13.7214 -0.24 -0.19 0.71 -0.20
C 17.3810 13.9902 12.8006 0.48 -0.14 -1.51 -0.85
C 17.8218 12.5881 13.1642 -1.07 0.34 -1.05 0.87
C 17.6042 12.2798 14.6456 1.29 -1.92 -0.66 -1.29
O 18.2006 11.8023 12.2894 -0.49 1.19 2.37 -0.58
H 18.1190 14.7332 13.1029 -0.18 0.06 0.46 0.48
H 16.3642 14.2333 13.1091 0.21 -0.03 0.48 0.11
H 17.3854 14.0225 11.7111 -0.02 0.11 -0.10 0.23
H 17.8594 11.2202 14.6310 -0.05 -0.26 0.74 0.39
H 16.6147 12.3852 15.0904 -0.05 0.43 -0.54 0.29
H 18.3475 12.7676 15.2763 -0.06 0.27 -0.11 0.39
C 10.7814 12.3578 7.0417 -0.37 0.81 -0.11 -0.40
C 11.8688 13.3327 6.5550 -1.11 1.29 -0.06 0.71
C 13.3222 12.9001 6.6366 -0.06 0.18 -0.59 -0.69
O 11.5023 14.4349 6.1146 1.22 -2.14 0.77 -0.61
H 9.8335 12.8837 6.9273 0.00 0.05 -0.17 0.38
H 10.8292 12.1432 8.1093 0.54 -0.20 0.01 -0.19
H 10.6879 11.4234 6.4883 0.47 -0.01 0.00 0.31
H 13.4260 11.9731 6.0727 -0.03 0.01 -0.13 0.25
H 13.7156 12.6397 7.6192 -0.50 0.16 0.19 -0.07
H 13.9726 13.6517 6.1893 -0.11 0.05 0.01 0.35
```
Positions in Å, forces in eV/Å.

Calculated values
- Structure (SMILES): c1ccncc1.c1ccncc1.c1ccncc1.c1ccncc1.CC(C)=O.CC(C)=O.CC(C)=O.CC(C)=O.CC(C)=O
- Spin multiplicity: 1
- HOMO energy: -9.36 eV
- E_LUMO: 0.411 eV
- E: -53300.8539 eV
- Energy above the lowest of the compared OMol25 structures with the same formula, charge and spin: 153.7 kJ/mol

---

Look up the E of the third one.
-53300.8539 eV